113
Properties=species:S:1:pos:R:3:forces:R:3:lowdin_charge:R:1 method="wB97M-V/def2-TZVPD" smiles=CCOB(O)c1ccc2c(c1OC[C@@H](C)C(C)C)Sc1c(CCF)ccc(CCCCCCCCCOC)c1N2.c1ccccc1.c1ccccc1 e_tot_ha=-2591.8910 spin_multiplicity=1 orbital_gap_ev=8.6
S 2.3527 -2.6288 -1.4667 0.211 0.062 0.081 1.095
F 3.1796 -5.3435 2.7446 -0.168 -0.097 0.218 -0.053
O -2.3905 3.0997 -5.1412 0.037 -0.115 -0.272 -0.177
O 2.6106 2.9715 -0.3791 -0.480 -0.145 0.502 0.155
O 3.0944 0.2017 -0.7724 -0.330 0.058 -0.386 -0.087
O 0.2940 3.5248 -0.3186 -0.177 -0.530 0.409 0.041
N -0.5648 -2.7557 -1.9290 0.505 -0.067 -0.151 0.079
C -2.3907 -4.6837 -0.9518 -0.044 -0.334 -0.581 -0.137
C -1.8070 1.8611 -4.7957 -0.189 0.071 0.336 -0.257
C -2.8982 -1.1017 -4.8408 0.616 -0.612 -0.028 -0.209
C -3.6226 2.5730 4.5747 0.006 -0.001 0.003 -0.100
C -3.7034 -4.5279 -3.1755 0.030 0.118 0.156 -0.206
C -2.8073 -2.6145 -4.5929 0.133 0.515 0.048 -0.214
C 5.4676 0.5179 -4.3029 0.308 0.082 0.151 -0.075
C -1.1955 4.1471 1.4783 0.215 0.168 -0.517 -0.053
C -4.8980 4.5223 3.9791 0.003 0.007 0.003 -0.096
C 1.7987 -4.8701 0.0843 -0.380 0.165 -0.201 -0.229
C 1.7491 0.0318 -0.9863 0.006 0.091 0.066 -0.241
C 6.5209 2.5855 -3.4136 -0.217 -0.454 -0.235 -0.072
C -1.4603 0.1772 10.2519 -0.003 -0.002 0.004 -0.097
C -0.4330 1.1866 8.3271 -0.019 0.008 -0.018 -0.103
C -0.4573 0.6963 11.0585 -0.002 0.002 0.007 -0.098
C 0.8565 1.1109 -0.8431 0.066 -0.290 -0.214 0.014
C -0.0831 -1.4621 -1.5460 -0.352 0.380 0.131 -0.246
C -0.0555 -3.7980 -1.0713 -0.168 -0.036 0.079 -0.213
C 5.6217 1.2965 -0.5375 0.149 0.278 0.037 -0.047
C -0.4722 -5.7150 0.2869 0.386 0.260 -0.149 -0.014
C -2.4226 3.9667 -4.0446 -0.066 0.306 0.056 -0.124
C -1.4471 0.4209 8.8858 -0.008 0.008 -0.015 -0.102
C 0.5553 1.4640 10.5003 0.001 0.004 -0.003 -0.098
C -1.8576 0.9172 -5.9696 0.088 0.100 0.028 -0.178
C -2.5577 -5.1660 -2.4135 -0.252 0.051 0.501 -0.185
C 0.2516 4.0471 1.0243 -0.159 -0.045 -0.182 -0.218
C 0.5664 1.7110 9.1347 0.007 0.002 0.004 -0.097
C -3.5947 2.9953 5.8967 0.025 -0.025 0.002 -0.093
C 1.2938 -3.8664 -0.7548 0.116 0.048 0.086 -0.367
C 3.2658 -4.9589 0.4185 -0.508 -0.456 -0.190 -0.155
C -0.5025 0.8404 -1.0386 -0.169 -0.202 -0.098 -0.016
C 3.6006 -4.4290 1.7878 0.156 0.093 -0.136 -0.193
C 3.8761 0.2556 -1.9952 0.194 0.142 0.757 -0.149
C -4.8667 4.9461 5.3005 0.000 -0.003 -0.002 -0.096
C -4.2775 3.3351 3.6170 0.015 -0.006 -0.030 -0.107
C -0.9754 -0.4124 -1.3873 0.160 0.054 0.063 -0.001
C -3.6280 -3.0210 -3.3847 -0.231 -0.218 -0.337 -0.222
C 0.8790 -5.7808 0.6016 0.140 0.013 -0.072 -0.020
C -4.2176 4.1812 6.2596 0.002 0.011 0.012 -0.093
C 4.9487 1.3364 -1.8926 -0.189 -0.390 -0.313 -0.329
C -0.9528 -4.7298 -0.5650 0.053 0.015 0.502 -0.178
C -1.6848 -0.5456 -5.5661 -0.181 0.517 -0.379 -0.210
C 5.9818 1.2056 -3.0301 0.013 0.150 -0.350 -0.391
C 1.2667 -1.2383 -1.3216 0.309 -0.179 0.029 -0.341
B 1.2778 2.5709 -0.4842 0.320 0.438 -0.502 -0.569
H 6.2826 0.4385 -0.4476 0.125 -0.177 -0.037 0.086
H -0.7856 -0.6240 -4.9573 0.163 -0.261 0.157 0.110
H -2.3479 1.4376 -3.9425 -0.132 -0.039 0.102 0.108
H -3.1339 1.6496 4.2904 -0.012 -0.010 -0.002 0.100
H -4.3026 3.0037 2.5867 0.002 0.001 -0.005 0.099
H -2.2521 -0.4181 10.6879 0.000 -0.008 0.001 0.100
H -4.6438 -2.6668 -3.5565 -0.181 0.164 0.026 0.115
H 6.8289 0.6163 -2.6814 0.077 -0.181 0.194 0.131
H -2.7929 -3.6854 -0.8241 -0.044 0.184 0.032 0.106
H -0.1875 -2.9326 -2.8622 -0.164 -0.026 -0.054 0.129
H 7.0232 3.0829 -2.5926 0.005 0.192 0.140 0.074
H 1.3543 2.3121 8.6997 0.008 -0.004 -0.004 0.100
H -1.5236 -1.1019 -6.4877 0.131 -0.285 -0.017 0.114
H -1.7702 3.4043 0.9352 -0.122 -0.204 0.049 0.072
H 4.6731 -4.3172 1.9064 0.210 0.082 0.050 0.116
H -2.9841 -0.6156 -3.8730 -0.287 0.224 0.084 0.090
H -3.0371 3.5644 -3.2378 -0.002 -0.151 0.218 0.085
H 7.2078 2.4719 -4.2460 0.343 0.095 -0.021 0.071
H -0.4649 0.5027 12.1233 -0.003 0.002 0.006 0.100
H -2.8179 1.0512 -6.4642 -0.126 0.015 -0.104 0.118
H 1.3365 1.8699 11.1297 0.002 0.003 0.004 0.100
H 5.6976 3.1881 -3.7895 -0.101 0.294 0.121 0.084
H -3.1721 -3.1337 -5.4752 -0.011 -0.210 -0.176 0.113
H 3.8459 -4.4682 -0.3516 0.260 0.242 0.003 0.083
H 1.2402 -6.5557 1.2631 0.018 -0.062 0.051 0.115
H 4.4563 2.2948 -2.0337 -0.167 0.166 0.198 0.129
H -1.0825 1.2073 -6.6746 0.058 0.015 -0.204 0.114
H -0.4213 1.3750 7.2609 0.001 0.005 -0.004 0.097
H -1.2299 1.6291 -0.9335 0.058 0.285 0.064 0.108
H -3.0869 2.3997 6.6452 0.000 0.011 0.015 0.088
H 2.9078 2.8723 0.5313 0.448 0.003 -0.107 0.109
H -2.9406 -5.3746 -0.3215 -0.208 0.087 0.280 0.110
H -2.8668 4.9058 -4.3533 -0.092 0.116 -0.201 0.085
H 6.2114 2.1987 -0.4034 0.203 0.082 0.118 0.082
H 0.7530 5.0088 1.0272 0.105 0.178 0.150 0.122
H -3.7755 -0.9115 -5.4523 -0.316 0.264 0.148 0.120
H 0.7790 3.3772 1.7070 0.195 -0.055 0.009 0.118
H -1.4213 4.1835 -3.6698 0.174 -0.078 0.152 0.086
H 4.9037 1.2361 0.2682 -0.198 0.074 0.159 0.068
H -1.6143 -5.0574 -2.9362 0.152 0.075 -0.243 0.105
H 3.2011 0.4673 -2.8144 -0.087 -0.139 -0.286 0.133
H -0.7830 2.0221 -4.4450 0.227 -0.026 -0.041 0.127
H -1.3072 3.9717 2.5404 -0.030 0.120 0.231 0.069
H 3.1025 -3.4838 1.9836 -0.043 0.162 0.069 0.124
H 4.3571 -0.7119 -2.1162 -0.055 -0.280 -0.160 0.108
H -1.1676 -6.4268 0.6994 -0.064 -0.186 0.108 0.111
H -2.2280 0.0134 8.2562 0.000 -0.009 -0.002 0.098
H -5.4057 5.1178 3.2313 -0.005 0.000 -0.004 0.100
H 3.5496 -6.0090 0.3941 0.164 -0.144 0.027 0.125
H 4.5009 0.8915 -4.6190 -0.233 0.112 -0.084 0.080
H 6.1714 0.7112 -5.1064 0.081 0.034 -0.205 0.073
H -2.0313 -0.5769 -1.5315 -0.124 -0.107 -0.057 0.106
H -2.7782 -6.2283 -2.3519 0.235 -0.290 -0.191 0.110
H -1.7588 -2.8913 -4.4752 0.086 -0.124 0.098 0.096
H 5.4204 -0.5607 -4.2034 -0.216 -0.198 0.103 0.075
H -1.5872 5.1203 1.2057 -0.254 0.157 0.116 0.078
H -3.7474 -5.0077 -4.1505 -0.192 -0.095 -0.207 0.108
H -5.3489 5.8730 5.5831 -0.007 0.001 0.003 0.100
H -4.1966 4.5091 7.2908 0.006 0.002 0.005 0.101
H -4.6334 -4.7685 -2.6617 -0.129 -0.081 0.083 0.111
H -3.2606 -2.4997 -2.5036 0.086 -0.026 0.137 0.081



133
Properties=species:S:1:pos:R:3:forces:R:3:lowdin_charge:R:1 method="wB97M-V/def2-TZVPD" charge=+1 e_tot_ha=-6493.2749 spin_multiplicity=1 orbital_gap_ev=6.7
Br 0.0646 3.6203 -4.6444 -0.517 -0.372 0.645 0.672
P 6.0725 3.2399 -1.0987 1.137 1.569 -1.091 0.616
P -2.2987 -0.9580 -1.5653 -1.667 -0.249 -2.101 0.907
F -0.9557 -0.4083 1.8902 1.041 -1.570 -0.396 0.051
O -1.0737 4.5322 -2.2991 0.038 -0.697 -0.469 0.058
O 1.0982 -0.9336 2.5296 -0.333 -0.050 -0.638 0.184
O 0.7399 -3.2610 -0.9191 -0.376 0.982 -0.163 0.174
O 5.3769 4.5095 -1.4589 0.482 -1.364 0.725 -0.276
O -2.0573 -2.6201 -1.8526 0.251 2.040 2.049 -0.304
O 3.3794 -2.0169 -0.9092 1.158 1.318 0.366 -0.099
O 7.7291 3.3781 -1.3616 -2.796 -1.517 0.828 -0.227
O 5.9066 2.7697 0.4885 -0.397 0.552 -2.218 -0.247
N 1.8417 1.2704 -1.1721 2.324 -1.371 1.569 -0.049
N 3.1271 2.3388 -5.2252 -0.095 -0.083 -0.640 0.157
N -4.0286 -1.8385 2.7487 -0.056 0.018 -0.013 0.140
N -3.1911 -0.7917 -0.0491 1.896 -0.820 -1.401 -0.147
N -9.5347 0.1295 4.0963 -0.017 0.041 -0.240 0.141
N 0.0774 -2.4943 1.1379 -1.227 2.737 -0.802 0.196
N -4.4651 1.5144 -1.9855 -0.147 0.041 -0.144 0.127
N -8.1359 -3.8821 0.4519 -0.113 0.014 -0.145 0.148
N -8.0419 -1.3018 6.4831 0.263 0.005 0.046 0.156
N -2.6846 -4.4736 0.8061 -0.157 0.319 -0.224 0.151
N 0.8449 1.9564 -1.6823 -2.186 -1.808 0.014 0.187
N 5.5836 5.9809 3.3797 -0.301 0.201 0.053 0.148
N -2.2583 0.7192 -5.3952 0.074 -0.042 -0.041 0.169
N -10.8136 -3.7249 4.6331 -0.039 0.112 0.063 0.112
N 7.7435 -0.6044 1.9950 0.154 0.152 0.145 0.163
C 1.8879 -0.0203 -0.7326 -2.910 -1.906 -0.502 -0.002
C -5.2259 1.3982 -4.4773 -0.281 -0.071 -0.379 -0.079
C -1.5275 2.1203 -2.4590 2.025 0.494 -0.750 -0.126
C 8.3678 2.1097 -1.0434 1.317 -0.383 0.955 -0.285
C 5.8558 -1.9425 -1.4698 0.300 -1.371 2.732 -0.001
C -10.0266 -0.2454 3.1279 -0.065 -0.066 -0.046 -0.276
C 7.4334 -2.9800 0.3049 -2.131 0.078 -0.538 -0.110
C -0.0948 -0.1757 -6.5404 0.340 -0.164 -0.157 -0.053
C -5.1049 -1.4676 2.5911 -0.150 0.038 -0.051 -0.274
C 6.3063 -3.3802 1.1745 -0.806 1.763 -3.083 -0.059
C -11.1135 -2.4354 6.8818 -0.125 0.271 0.387 -0.089
C 4.7333 -2.3302 -0.5833 2.244 -1.136 0.724 -0.245
C 4.9545 -3.0349 0.7001 1.740 0.428 -1.088 0.004
C 0.4907 -2.2898 -0.2774 0.768 -0.355 0.637 -0.384
C 9.3764 2.3051 0.1891 -0.510 -1.133 -0.779 -0.057
C 9.9780 -1.2898 3.1559 0.314 -0.115 0.151 -0.057
C -3.8172 -4.6599 0.7297 0.067 0.032 0.050 -0.237
C -6.4715 -0.9982 2.3885 -0.433 0.133 -0.027 -0.065
C 2.3808 2.2347 -7.7231 -0.085 0.013 -0.370 -0.060
C -0.3382 1.3136 -1.8075 -0.879 -1.332 0.146 -0.155
C 0.6060 -0.8092 -0.7886 -0.709 3.027 -1.530 0.027
C -8.6121 -4.4948 -0.3948 -0.117 -0.052 -0.064 -0.248
C 3.1320 -0.7746 -0.1749 0.286 -0.099 0.463 -0.084
C 3.9350 1.8044 -2.4219 -0.236 0.426 0.023 -0.207
C 7.2197 -2.2969 -0.9913 -1.690 -0.543 1.270 -0.064
C -5.6098 -0.4381 6.0980 0.330 0.092 -0.080 -0.072
C -10.6531 -0.7222 1.8978 -0.219 -0.151 -0.326 -0.068
C -0.6043 -0.1188 -1.3646 4.460 0.052 2.027 -0.130
C 0.1609 -1.2593 1.8859 -0.030 0.240 0.930 -0.457
C 2.7976 2.2926 -6.3243 0.051 -0.017 -0.183 -0.277
C 8.7270 -0.9061 2.5063 0.086 0.078 0.128 -0.268
C -10.9456 -3.1586 5.6242 0.046 0.108 0.106 -0.292
C 4.4962 2.8625 2.5331 -0.905 -0.098 -0.988 -0.070
C 5.5070 1.8996 -2.2925 -0.367 -0.654 0.743 -0.184
C -1.3056 0.3263 -5.8993 0.200 -0.105 -0.130 -0.239
C 5.0639 3.6604 1.2616 -0.370 0.421 2.874 -0.280
C 3.1434 2.0297 -1.0741 0.412 1.233 -0.588 -0.100
C -9.2176 -5.2756 -1.4707 -0.163 -0.218 -0.281 -0.058
C -5.2579 -4.8719 0.6439 -0.229 -0.137 0.034 -0.074
C -6.9727 -0.9207 6.3137 0.109 0.032 0.006 -0.258
C 4.5348 6.3991 3.1643 0.028 0.116 0.086 -0.262
C -0.9492 3.5341 -2.9207 -0.546 -0.131 1.012 -0.738
C -4.7945 1.4633 -3.0848 -0.167 -0.011 -0.100 -0.263
C 3.2010 6.9252 2.8864 -0.346 0.148 -0.096 -0.059
H -9.2881 -6.3318 -1.2064 0.074 0.117 0.164 0.088
H 10.3928 2.0182 -0.1872 -0.694 0.696 0.599 0.072
H -11.0551 -3.1048 7.7417 0.021 -0.131 -0.199 0.082
H 2.4332 6.1628 3.0295 0.187 -0.075 0.054 0.081
H -9.9074 -0.9902 1.1472 0.089 0.032 0.178 0.069
H -11.3005 0.0385 1.4583 0.098 0.081 0.182 0.082
H 3.1192 7.2825 1.8585 0.204 -0.071 0.038 0.087
H 2.6617 3.1415 -8.2608 0.059 0.007 0.202 0.093
H -0.9223 -2.7578 1.1042 0.397 -0.595 0.207 0.091
H 3.5306 2.5578 -3.1566 0.698 -0.916 0.988 0.065
H 2.8402 1.3919 -8.2425 0.078 0.015 0.196 0.092
H -6.3097 1.2915 -4.5539 0.050 0.056 0.254 0.084
H -5.1407 -0.1296 7.0334 -0.203 -0.065 0.030 0.083
H -2.9693 -1.6244 0.5115 -0.229 0.642 0.516 -0.024
H -11.2651 -1.6074 2.0800 0.132 0.039 0.211 0.079
H 8.8880 1.7586 -1.9747 -0.373 0.403 0.898 0.123
H -1.8773 -3.0885 -1.0082 -0.163 -0.358 -0.621 -0.005
H 4.0784 -3.3158 1.3337 0.752 0.334 -0.771 0.116
H -0.0125 0.1772 -7.5695 -0.215 0.035 0.080 0.080
H 4.0929 -0.2011 -0.1916 -1.122 -0.121 0.030 0.129
H 8.4630 -3.2172 0.6584 -0.930 0.296 -0.571 0.091
H -12.0806 -1.9315 6.9271 -0.009 -0.152 -0.198 0.080
H -4.9771 -1.2102 5.6561 -0.182 -0.069 0.028 0.071
H 3.7109 1.7803 -0.1429 -0.757 -0.144 -0.854 0.106
H 1.2991 2.1245 -7.8134 0.055 0.080 0.201 0.065
H 5.9320 2.1582 -3.3045 -0.257 -0.249 1.182 0.118
H 7.6618 1.2922 -0.7299 0.318 0.912 -0.421 0.082
H 2.9568 7.7614 3.5431 0.189 -0.079 0.038 0.085
H -0.0803 -1.2665 -6.5676 -0.179 0.071 0.089 0.093
H 10.0869 -2.3748 3.2050 -0.166 0.052 -0.082 0.083
H 2.9327 -1.0984 0.8955 0.023 0.825 -1.036 0.141
H 3.6667 0.7968 -2.8501 0.327 0.862 0.455 0.113
H 10.8434 -0.8989 2.6181 -0.178 0.060 -0.088 0.086
H 2.8873 3.1269 -1.0056 0.060 -1.268 -0.056 0.141
H -6.6319 -0.6657 1.3613 0.252 -0.079 0.007 0.086
H -10.3429 -1.6747 7.0089 0.076 -0.165 -0.266 0.032
H -5.5266 -5.9042 0.8747 0.219 0.027 0.035 0.094
H 4.1605 4.0358 0.7161 1.238 -0.167 0.036 0.094
H -7.1998 -1.7855 2.5935 0.182 -0.069 0.053 0.076
H 0.8021 0.1503 -6.0093 -0.181 0.092 0.134 0.071
H -4.7759 0.5516 -4.9943 0.124 0.045 0.223 0.055
H -5.5895 0.4219 5.4262 -0.204 -0.048 0.045 0.078
H 4.9696 1.8524 2.6557 -0.140 1.112 0.031 0.076
H -2.8077 0.0604 0.3729 -0.436 -0.438 0.441 0.030
H 9.0973 1.5471 0.9796 0.285 1.002 -0.720 0.045
H -2.3643 2.2840 -1.7361 0.728 -0.143 -0.762 0.093
H -10.2267 -4.9280 -1.6968 0.087 0.106 0.164 0.087
H 10.0302 -0.9103 4.1774 -0.177 0.052 -0.096 0.087
H 3.3945 2.6677 2.3305 1.136 0.067 0.346 0.065
H -5.6354 -4.6529 -0.3551 0.235 0.079 0.031 0.073
H 8.1172 -2.0430 -1.6195 -1.142 -0.273 0.751 0.102
H -5.7976 -4.2320 1.3422 0.211 0.034 -0.017 0.051
H 9.3064 3.3397 0.6065 0.236 -0.931 -0.510 0.087
H -6.7091 -0.1577 3.0434 0.142 -0.088 0.052 0.069
H -8.6350 -5.2073 -2.3908 0.083 0.114 0.152 0.085
H 4.5284 3.4822 3.4674 0.300 -0.686 -0.915 0.060
H -1.8361 1.6038 -3.4111 -0.017 0.232 1.226 0.053
H 6.4143 -3.8885 2.1587 0.120 0.490 -1.039 0.104
H 5.6697 4.5218 1.7043 -0.720 -1.217 -1.258 0.090
H 5.6780 -1.3991 -2.4362 0.195 -0.748 1.121 0.108
H 5.8722 0.8855 -1.9458 -0.141 1.156 -0.499 0.066
H -4.9467 2.2996 -5.0244 0.101 -0.012 0.189 0.085